Record 1
Here is a 12-piece molecular cluster, C25H74O17 overall from the OMol25 dataset. Energies are from ωB97M-V with the def2-TZVPD basis set.

Cartesian coordinates (Å):
H: 0.71 -4.76 5.39
H: 6.81 -3.44 -1.34
H: -5.23 5.51 3.57
H: 3.13 1.99 -5.11
C: -5.00 -2.64 5.42
H: -1.55 6.34 -0.54
H: -2.83 -3.43 -4.68
H: 6.53 1.62 -7.07
H: -5.87 5.24 5.26
H: -0.74 -5.59 -5.98
H: 3.24 -3.43 -0.83
C: 4.70 2.64 -6.43
C: 0.06 -0.07 0.52
O: 3.69 -2.91 -1.49
H: 1.89 -2.55 4.92
H: -1.01 -3.56 -7.26
C: -5.13 4.96 4.51
O: 2.11 0.81 -0.48
C: 5.89 -4.03 -1.31
H: 0.29 1.37 -1.27
H: 0.76 -6.82 0.28
H: -7.62 3.70 4.57
C: -2.52 6.18 -0.06
H: -4.16 5.23 4.92
O: 5.62 1.92 2.36
H: 1.71 7.49 -2.36
H: 4.55 4.70 -0.83
H: 4.95 6.41 -0.43
H: -5.34 -4.64 5.63
C: -4.15 -1.75 6.27
H: 5.80 1.00 2.55
H: 2.54 4.33 -1.51
H: 4.89 -3.21 -3.10
H: -4.79 2.96 2.59
H: -2.83 4.36 -1.20
O: -0.68 -4.68 -5.66
H: -4.71 -0.86 6.57
H: 2.34 -5.93 6.16
H: 4.97 5.75 -2.14
H: -7.11 2.18 3.84
H: -3.30 -2.55 -6.06
C: -6.89 3.24 3.89
H: -3.06 5.10 1.54
O: -4.69 -3.97 5.85
H: 0.81 -0.53 1.16
C: 6.24 2.51 -6.51
H: -5.32 -3.26 3.35
O: -4.54 4.85 -0.23
O: 2.45 5.16 -1.98
O: -4.51 3.01 3.51
H: -3.23 -1.41 5.81
H: -5.15 5.59 -0.14
H: 0.41 3.63 -4.98
H: -3.13 7.09 -0.07
H: 0.87 1.91 0.34
H: -3.12 -6.36 -0.32
H: 3.35 7.47 -3.08
O: 5.78 -4.11 0.08
C: -5.46 3.46 4.35
H: 6.05 -5.02 -1.72
H: 4.04 -4.48 -2.44
O: -1.45 -4.96 1.12
H: -2.11 -4.87 1.81
H: -5.96 -2.58 5.94
H: 4.28 2.47 -7.42
H: -5.29 3.01 5.32
C: 0.74 1.05 -0.32
O: 4.27 3.92 -5.98
O: 2.19 -5.25 6.81
C: -0.28 -6.77 -0.02
H: 0.85 -3.64 6.77
H: 6.64 2.65 -5.51
H: -2.49 -7.89 0.24
H: -0.88 -1.75 0.15
O: -2.30 5.62 1.28
C: 4.50 5.74 -1.16
H: -0.47 2.43 -5.27
H: 2.16 -0.09 -0.81
H: 3.04 8.42 -1.76
C: -1.59 -3.93 -6.42
H: -3.52 5.84 -1.85
H: -4.09 -2.26 7.23
H: -3.88 -2.12 3.55
H: 5.04 1.90 1.60
C: 4.70 -3.67 -2.14
O: -0.50 3.38 -5.16
C: 2.78 7.44 -2.15
C: 2.40 -3.47 5.22
H: -0.60 -7.76 -0.35
H: 2.62 6.29 -0.29
C: 3.01 6.22 -1.30
H: -0.35 -6.06 -0.85
C: -2.42 -2.95 -5.57
H: 4.67 1.56 -4.50
C: 4.10 1.62 -5.43
C: -3.36 5.28 -0.93
C: -4.88 -2.41 3.88
H: -1.01 -6.77 1.94
C: -1.36 -6.37 0.99
H: -3.52 -6.92 1.37
H: -2.19 -4.66 -6.95
C: -2.78 -6.89 0.57
H: 3.98 3.86 -5.07
H: 3.96 0.59 -5.76
H: -0.66 0.38 1.22
O: -1.60 -1.86 -5.14
H: 3.62 -3.67 3.57
H: -1.02 -2.13 -4.43
H: 6.51 -4.66 0.37
O: 2.92 -4.17 4.01
H: 3.25 -3.17 5.84
H: 6.77 3.25 -7.11
O: -0.75 -0.95 -0.36
C: 1.40 -4.26 6.06
H: -7.15 3.79 2.98
H: -5.45 -1.54 3.55

Computed properties:
2S+1 = 1
Kohn-Sham gap = 9.851 eV
relative energy (zero: lowest compared OMol25 entry of this formula, charge and spin) = 391.4 kJ/mol
HOMO energy = -9.72 eV
net charge = 0

Results of the Mulliken charge analysis, in e, for atoms 1 through 8: 0.24, 0.32, 0.24, 0.31, 0.55, 0.27, 0.25, 0.35

***

Record 2
Here is a 10-piece molecular cluster, C25H75N15O10 overall from the OMol25 dataset. Energies are from ωB97M-V with the def2-TZVPD basis set.

Cartesian coordinates (Å):
H: -1.53 -3.97 1.09
C: -2.06 -4.53 3.07
N: -3.27 -2.41 -3.52
H: -1.24 1.01 -3.00
H: -0.61 4.65 1.73
H: -1.04 -1.40 0.55
C: -3.30 -3.29 -2.46
H: 6.30 0.36 2.75
H: -2.82 -5.01 3.68
C: -2.61 0.87 -4.65
N: 3.90 0.94 3.88
H: 0.66 -1.20 6.33
H: 3.94 -2.45 2.85
H: 0.31 -0.32 -1.13
N: 1.05 -2.52 1.52
H: 1.57 -0.24 0.17
C: -0.18 0.19 -4.66
H: -3.81 -3.98 0.19
H: -2.71 1.27 -5.70
O: -2.14 -6.08 -0.34
C: 4.78 1.86 3.14
C: 4.47 2.03 1.71
H: -3.40 1.35 -4.08
H: -1.45 2.89 -0.19
C: 6.25 1.35 3.24
H: 3.13 -0.34 -3.01
H: -2.85 -0.20 -4.62
C: -0.59 -0.03 5.07
H: -1.19 -5.16 3.20
H: -2.37 -2.16 -3.99
N: -4.11 1.97 2.07
C: -2.32 -4.56 1.57
H: -0.05 -3.12 -4.78
C: 0.40 -2.12 -4.94
H: -3.10 -7.92 -0.84
H: -0.53 1.82 5.67
H: -1.73 -3.54 3.39
N: 4.59 -2.45 -2.41
H: 2.97 1.30 3.97
H: 0.64 5.68 0.91
H: -2.25 -0.91 2.85
C: -1.25 1.18 -4.08
H: 0.60 -2.69 0.67
N: -0.83 2.56 -4.26
N: 0.22 -0.29 6.17
O: -2.59 2.79 3.57
H: 3.37 2.25 1.54
H: -4.42 -4.51 1.61
H: -4.43 4.22 1.34
C: 2.42 -2.59 1.55
N: 4.13 -0.25 -3.26
N: -2.66 -0.82 1.90
H: 6.70 1.33 4.23
H: 5.32 -3.11 -2.55
H: 5.09 2.42 -0.84
H: 4.73 2.83 3.64
H: -1.46 1.44 1.68
C: -1.73 -0.55 0.83
C: -0.01 4.56 -1.61
H: 4.61 1.08 1.22
H: -4.34 2.02 1.07
H: 2.48 -2.10 3.63
H: 4.09 -2.57 -1.56
H: 1.25 -1.99 -4.35
H: -2.81 0.82 -0.41
C: -0.04 4.85 0.83
O: 1.25 5.32 -1.63
H: 0.65 -1.92 -5.98
H: -3.46 -0.83 -0.45
C: -2.53 -0.22 -0.39
C: 4.91 -1.36 -3.18
O: 0.02 1.20 0.35
N: -2.07 -3.84 -2.04
H: 6.87 1.90 2.53
N: 2.92 -2.55 2.83
H: 2.27 7.07 -1.76
H: 0.01 0.37 -5.72
H: -1.25 -3.67 -2.58
O: -4.34 -3.56 -1.84
H: -1.68 1.58 4.41
C: -2.13 -6.02 1.09
C: 0.87 0.36 -0.44
H: -1.11 2.91 -5.15
O: -0.53 -1.15 -4.51
H: -2.03 -4.52 -1.25
C: -3.37 3.02 2.65
H: 0.75 0.43 -4.12
H: -1.50 5.77 -0.62
H: 1.43 1.14 -0.98
H: -0.34 0.23 2.18
H: 0.57 3.96 0.85
N: -3.75 4.26 2.08
H: -1.15 -6.35 1.46
O: 3.03 -2.82 0.52
H: 3.76 3.46 -0.36
H: 0.58 -2.76 2.38
C: -0.89 0.61 1.32
N: -3.63 -4.00 1.21
H: 0.31 3.54 -1.55
H: -3.81 1.00 2.31
H: -2.05 -0.32 -1.37
H: -3.10 -1.71 1.65
O: 5.97 -1.48 -3.83
N: -1.92 3.79 -0.42
H: -3.04 -6.57 -1.98
H: 0.90 6.94 -2.98
H: -3.01 4.93 1.94
H: 0.08 0.25 7.00
O: -0.74 -0.85 4.16
H: 0.57 7.32 -1.36
H: -0.57 4.76 -2.53
H: -2.83 -6.75 1.50
H: -2.37 3.65 -1.31
C: -0.92 4.83 -0.44
H: 0.13 2.82 -4.04
C: 1.25 6.71 -1.93
O: 5.19 3.10 1.15
H: 5.29 4.24 -0.60
C: -3.22 -6.84 -0.94
N: -1.17 1.19 5.22
H: -4.18 -2.07 -3.77
H: 4.38 0.18 -4.12
H: -4.24 -6.49 -0.72
H: 3.96 0.00 3.43
C: 4.87 3.30 -0.25

Computed properties:
2S+1 = 1
Kohn-Sham gap = 9.237 eV
relative energy (zero: lowest compared OMol25 entry of this formula, charge and spin) = 184.9 kJ/mol
HOMO energy = -8.87 eV
net charge = 0

Results of the Mulliken charge analysis, in e, for atoms 1 through 8: -0.51, -1.63, -0.25, -0.61, 0.27, -1.55, 0.57, 0.32

***

The highest relative energy (zero: lowest compared OMol25 entry of this formula, charge and spin) belongs to which entry?
C25H74O17

***

Among the records above, which one has the highest HOMO energy?
C25H75N15O10